# 1
DFT (the ωB97M-V functional and the def2-TZVPD basis) results for C57H33Br3O8 as an isolated structure.

Values from the calculation:
E_tot in eV: -286146.54488
ΔE to the lowest compared entry with this formula, charge and spin in eV: 2.149
HOMO-LUMO gap in Ha: 0.2784
Net charge: 0

Each line ends with the Löwdin charge.
Atoms and positions in Å:
C 4.7490 3.4291 4.2916  -0.05
C 5.4272 2.2977 4.7384  -0.08
C 5.0400 1.6470 5.9008  -0.01
C 3.9821 2.1648 6.6401  -0.09
C 3.2812 3.2771 6.1772  -0.09
C 3.6866 3.9138 5.0206  0.00
C 2.1064 3.8065 6.9184  -0.29
O 1.5631 4.8390 6.6062  0.12
C 1.5924 2.9797 8.0425  -0.08
C 0.3775 3.3094 8.6537  0.00
C -0.0621 2.6363 9.7877  -0.06
C 0.6900 1.5791 10.2779  -0.05
C 1.8914 1.2108 9.6613  0.00
C 2.3346 1.9179 8.5695  -0.09
C 3.6050 1.4989 7.9101  -0.28
O 4.2586 0.5730 8.3310  0.11
H 5.0843 3.9001 3.3774  0.11
H 6.2607 1.8852 4.1806  0.11
H 5.5597 0.7556 6.2246  0.12
H 3.0994 4.7537 4.6719  0.12
H -0.2244 4.0903 8.2000  0.12
H -1.0309 2.8818 10.2020  0.11
H 0.3650 0.9591 11.1057  0.11
H 2.4937 0.4272 10.0949  0.12
C -5.2791 -0.0165 -0.7813  -0.03
C -6.3135 -0.9475 -0.8642  -0.05
C -6.0280 -2.3050 -0.8672  0.00
C -4.7300 -2.7590 -0.6599  -0.08
C -3.7241 -1.8181 -0.4146  -0.05
C -3.9903 -0.4781 -0.5895  -0.02
C -2.3559 -2.2541 -0.0269  -0.20
O -1.4826 -1.4503 0.2334  0.04
C -2.0839 -3.7210 0.0025  -0.07
C -0.7799 -4.1317 0.2618  0.00
C -0.4922 -5.4714 0.3343  -0.05
C -1.5278 -6.4027 0.2276  -0.05
C -2.8165 -6.0023 -0.0867  0.00
C -3.0960 -4.6482 -0.1682  -0.09
C -4.4948 -4.2110 -0.4284  -0.29
O -5.4028 -4.9951 -0.4469  0.13
H -5.4693 1.0478 -0.7910  0.12
H -7.3372 -0.6569 -1.0694  0.11
H -6.8064 -3.0032 -1.1494  0.12
H -3.1824 0.2366 -0.4796  0.09
H -0.0556 -3.3410 0.4104  0.12
H 0.4824 -5.8378 0.6300  0.11
H -1.2958 -7.4231 0.5135  0.11
H -3.5761 -6.7571 -0.2330  0.12
C -0.2482 0.0739 -3.5800  0.01
C -1.4373 -0.0469 -2.8684  0.00
C -1.4193 0.0292 -1.4860  0.02
C -0.2338 0.2746 -0.8184  -0.06
C 0.9606 0.3192 -1.5272  -0.06
C 0.9561 0.1927 -2.9073  0.03
C 2.2522 0.5574 -0.8125  -0.28
O 3.2613 0.8129 -1.4347  0.06
C 2.2393 0.5332 0.6663  -0.08
C 3.4393 0.4347 1.3538  0.00
C 3.4422 0.4332 2.7308  -0.06
C 2.2421 0.4496 3.4265  -0.05
C 1.0437 0.4727 2.7378  0.00
C 1.0327 0.5241 1.3711  -0.08
C -0.2696 0.4694 0.6523  -0.27
O -1.3185 0.4464 1.2548  0.11
H -0.2014 -0.0751 -4.6551  0.04
H -2.3926 -0.0656 -3.3793  0.05
H -2.3405 -0.0357 -0.9232  0.02
H 1.9004 0.1318 -3.4313  0.07
H 4.3593 0.4377 0.7806  0.12
H 4.3696 0.2914 3.2673  0.09
H 2.2090 0.5931 4.5008  0.11
H 0.0967 0.4741 3.2612  0.12
C 2.0549 0.7943 -7.7779  -0.06
C 1.5675 2.0864 -7.9201  -0.04
C 0.3238 2.4283 -7.3934  0.01
C -0.4262 1.4949 -6.6946  -0.07
C 0.0558 0.2028 -6.5458  -0.08
C 1.3009 -0.1225 -7.0704  -0.02
C -0.6537 -0.7752 -5.6829  -0.43
O -0.1385 -1.8143 -5.3608  0.11
C -1.9979 -0.3930 -5.1856  -0.16
C -2.6670 -1.3017 -4.3807  -0.05
C -3.9312 -1.0047 -3.9108  -0.06
C -4.4657 0.2588 -4.1408  -0.04
C -3.7572 1.1902 -4.8725  0.02
C -2.5387 0.8511 -5.4429  -0.07
C -1.7689 1.8784 -6.2000  -0.27
O -2.2328 2.9743 -6.4041  0.12
H 3.0141 0.5079 -8.1879  0.09
H 2.1107 2.8063 -8.5190  0.11
H -0.0018 3.4462 -7.5626  0.12
H 1.5821 -1.1716 -7.0346  0.12
H -2.2358 -2.2824 -4.2257  0.15
H -4.5371 -1.7494 -3.4085  0.11
H -5.4014 0.5077 -3.6568  0.11
H -4.1043 2.2160 -4.8937  0.13
C 4.0128 -0.7811 -4.9876  -1.64
Br 5.1841 0.5535 -4.2347  0.61
Br 3.4902 -2.0959 -3.7171  0.66
Br 4.7698 -1.5954 -6.5755  0.58
H 3.1558 -0.2242 -5.3343  -0.07

Cartesian forces, eV/Å:
0.5535 -0.3147 -0.0045
0.0505 -0.2501 0.1150
0.0902 0.3907 -0.2386
-0.0070 -0.0585 -0.0298
0.2401 -0.0019 0.3001
-0.4198 0.2763 -0.5088
-0.2143 -0.4137 -0.0023
-0.0755 0.2990 -0.1381
-0.4382 -0.0550 0.8298
0.1739 0.1919 -0.2664
-0.0368 -0.2699 -0.5889
0.5186 -0.5408 -0.1244
-0.7385 0.3823 0.8820
0.4997 0.2876 -0.6338
-0.3277 -0.3529 -0.2110
0.2280 -0.1647 0.3225
-0.1623 0.1179 -0.0038
-0.0511 0.1595 -0.0951
-0.0667 0.0559 0.1781
0.1097 0.0903 0.0497
0.1279 0.0327 0.1603
0.0859 0.0269 0.1589
-0.1663 0.3079 0.0947
0.0535 -0.1579 -0.2266
-0.3859 -0.4581 0.3021
0.0889 0.0398 -0.7733
-0.0037 0.0137 -0.6452
-0.2315 0.3530 0.9179
0.2596 -0.6681 -0.4328
-1.3948 0.7695 1.2038
0.1474 -0.5833 0.0933
-1.2744 -3.5582 0.0819
0.2425 0.3957 0.2167
-0.0764 0.5598 -0.3053
-0.2671 -0.5133 0.7022
0.3039 0.1080 0.1977
0.4685 -0.5614 0.2619
-0.3922 -0.0777 -0.3633
0.6530 0.3967 -0.2971
-0.7623 -0.6677 -0.0688
-0.0596 0.0118 -0.1474
0.0567 0.2144 0.2019
0.0277 -0.1502 0.4516
-3.0645 0.4500 1.6564
0.1974 -0.1886 0.0007
0.1203 0.1897 -0.1785
-0.1849 -0.1035 -0.5027
-0.2447 0.2169 0.1106
0.9801 0.3563 2.2402
0.7233 1.8792 1.6921
1.0037 1.1351 -1.1227
0.4935 0.4626 -0.1492
0.2855 0.2014 0.4272
-0.0968 -0.0546 -0.3561
-0.1911 0.3115 -0.5423
0.1880 -0.1657 0.0398
-0.1635 -0.3639 0.1808
0.1616 0.4773 -0.3856
0.1089 -0.7117 0.3367
-0.1702 0.6714 0.2089
-0.1775 0.2029 0.8288
0.1081 -0.2202 -0.9410
0.2124 0.0915 0.1626
0.1850 1.9553 0.7043
1.4017 2.4680 3.5501
1.4750 1.3317 2.3618
3.6639 0.0301 -2.0341
-0.0611 0.3540 0.0318
-0.0349 -0.1245 0.0495
0.0382 0.2968 0.0182
0.2253 -0.4577 0.0470
-0.0008 0.0271 0.0172
-0.0881 0.1790 0.2263
-0.3241 -0.0866 -0.1456
0.8601 0.2922 -0.4330
-0.1504 0.3491 -0.3658
0.5997 0.5345 -0.4333
-0.3424 -0.9361 -0.3986
-1.5388 -1.3940 -2.6949
0.3238 -2.1648 -0.8388
-1.3017 -1.1496 -3.0348
-1.3842 -1.9705 -2.2707
-1.2399 -0.4800 -0.9537
-0.0214 -0.4481 0.4035
-0.1553 0.5040 0.5648
0.0782 0.0933 -0.1098
-0.2198 -0.1694 0.1766
-0.0848 0.3585 -0.0567
-0.0343 -0.0192 -0.0769
0.0658 0.0681 0.1768
-0.4250 -0.1363 0.2331
0.2550 0.1494 0.2875
0.1765 0.1111 0.1328
0.2300 0.0232 0.2297
-0.0582 0.1231 -0.2199
0.0059 -0.0514 -0.4256
0.3450 0.3406 -0.2587
0.0503 -0.1541 -0.0638
0.0064 -0.2240 0.0915
0.0011 0.0387 0.1150
-0.2388 -0.1623 0.0739


# 2
DFT (the ωB97M-V functional and the def2-TZVPD basis) results for C57H35Cl5GaN7 as an isolated structure.

Values from the calculation:
E_tot in eV: -185097.07160
ΔE to the lowest compared entry with this formula, charge and spin in eV: 0.410
HOMO-LUMO gap (spin up / spin down) in Ha: 0.1888 / 0.1902
Net charge: 0

Each line ends with the Löwdin charge.
Atoms and positions in Å:
Ga 13.4824 -20.8559 8.3956  0.50
Cl 8.2401 -13.5971 4.5625  0.71
C 9.2865 -14.7993 5.1297  -0.70
C 9.0488 -16.1210 4.7762  -0.10
C 9.8030 -17.1533 5.3363  -0.04
C 10.9173 -16.8730 6.1588  -0.17
C 11.2821 -15.5258 6.3458  -0.06
C 10.4520 -14.5156 5.9071  -0.07
C 11.6627 -17.9854 6.8019  -0.04
C 11.9991 -17.9117 8.1811  -0.19
C 11.7544 -16.6955 8.9402  0.00
C 12.1639 -16.9482 10.2087  -0.02
C 12.6590 -18.2993 10.2783  -0.19
C 13.2410 -18.9127 11.4455  -0.05
C 13.2233 -18.2014 12.7493  -0.16
C 12.8785 -18.8793 13.9372  -0.04
C 12.9144 -18.1922 15.1639  -0.08
C 13.1217 -16.7834 15.1490  -0.70
Cl 12.9645 -15.8957 16.5756  0.70
C 13.3903 -16.1010 13.9284  -0.09
C 13.5258 -16.8148 12.7682  -0.04
C 13.9202 -20.1337 11.3715  -0.16
N 14.3976 -20.7967 10.1751  0.08
C 15.1533 -21.8978 10.6056  -0.20
C 15.9358 -22.7779 9.7700  -0.03
C 16.8449 -23.7627 10.4005  -0.17
C 16.4832 -24.4835 11.5509  -0.05
C 17.4080 -25.2979 12.1697  -0.10
C 18.6893 -25.5206 11.6134  -0.69
Cl 19.7260 -26.6429 12.3488  0.70
C 19.0419 -24.8409 10.4071  -0.07
C 18.1211 -23.9787 9.8316  -0.04
C 15.7487 -22.7909 8.3425  -0.20
C 16.3647 -23.7457 7.4774  0.01
C 15.8449 -23.5480 6.2030  0.02
C 14.9995 -22.4214 6.2478  -0.19
N 14.9479 -21.9165 7.5716  0.08
C 14.2681 -21.8919 5.1507  -0.05
C 13.2871 -20.8679 5.3024  -0.21
C 12.4516 -20.4333 4.2263  0.00
C 11.7258 -19.3632 4.6675  -0.01
C 12.0494 -19.1391 6.0440  -0.16
N 13.0573 -20.0952 6.4345  0.09
C 14.4254 -22.5376 3.8508  -0.20
C 15.6758 -22.6807 3.2691  -0.04
C 15.8165 -23.3786 2.0795  -0.08
C 14.6768 -23.8903 1.3929  -0.68
Cl 14.7864 -24.6951 -0.0962  0.70
C 13.3966 -23.7615 2.0136  -0.08
C 13.2655 -23.1034 3.2436  -0.02
C 15.1662 -21.9353 12.0059  -0.01
C 14.4345 -20.8862 12.4798  0.01
N 12.5458 -18.8810 9.0216  0.11
H 8.2070 -16.3712 4.1259  0.11
H 9.4641 -18.1820 5.3281  0.11
H 12.2596 -15.3034 6.7777  0.13
H 10.6292 -13.4622 6.1076  0.11
H 11.2977 -15.7817 8.5841  0.10
H 12.0836 -16.1733 10.9708  0.11
H 12.6109 -19.9376 13.9130  0.11
H 12.7391 -18.7383 16.0774  0.10
H 13.5556 -15.0382 13.9453  0.10
H 13.8491 -16.3743 11.8605  0.10
H 15.4469 -24.4503 11.8623  0.12
H 17.1902 -25.8023 13.1230  0.11
H 19.9804 -25.0296 9.9311  0.10
H 18.3522 -23.3999 8.9528  0.11
H 17.0404 -24.5370 7.7558  0.11
H 16.0782 -24.1188 5.3168  0.11
H 12.3668 -20.9193 3.2577  0.11
H 11.0513 -18.7615 4.0597  0.10
H 16.5302 -22.1779 3.7227  0.13
H 16.7645 -23.4297 1.5886  0.10
H 12.5565 -24.1997 1.5349  0.09
H 12.2975 -23.0087 3.7338  0.12
H 15.7237 -22.6219 12.6221  0.10
H 14.3149 -20.6316 13.5458  0.11
Cl 12.3668 -23.8474 8.8195  0.47
C 11.9314 -22.1615 8.4353  -0.65
H 11.2183 -21.8707 9.1974  -0.05
H 11.5118 -22.1911 7.3927  0.02
N 6.1391 -17.3813 11.6608  0.16
C 4.9953 -16.6968 11.3159  -0.20
C 4.0488 -15.9826 12.0146  -0.03
C 2.9682 -15.4416 11.3098  -0.09
C 2.8083 -15.6745 9.9295  -0.10
C 3.7733 -16.3464 9.2168  -0.02
C 4.8672 -16.8845 9.9130  -0.22
N 5.9131 -17.6416 9.4562  0.16
C 6.6620 -17.9438 10.5088  -0.26
C 7.7694 -18.8698 10.4283  -0.15
C 8.0353 -19.2724 9.1226  0.01
C 8.9709 -20.2889 8.9628  -0.12
N 9.6067 -20.7881 9.9953  0.05
C 9.3990 -20.3635 11.2444  -0.13
C 8.4571 -19.4008 11.5239  -0.01
H 6.6039 -17.4292 12.6013  0.18
H 4.1601 -15.9168 13.0767  0.10
H 2.1649 -14.8698 11.7638  0.10
H 1.9578 -15.2324 9.4212  0.10
H 3.7940 -16.4984 8.1519  0.11
H 7.4245 -18.8811 8.3110  0.11
H 9.1772 -20.6918 7.9755  0.11
H 9.9240 -20.9580 12.0011  0.12
H 8.2752 -19.1127 12.5654  0.11

Cartesian forces, eV/Å:
-1.2565 0.3500 -0.3048
-0.3820 0.8242 -0.1799
2.0185 -1.4260 0.7342
-0.4619 -0.3930 0.1200
0.3876 0.6240 1.2853
-0.4882 -0.1082 -0.5768
0.1731 -0.3549 -0.5014
-1.3977 0.5435 -0.9140
0.9408 -1.8219 0.6801
-0.1359 0.5263 0.1338
0.0792 -0.9377 0.3803
-0.6107 0.8805 -0.0395
0.5290 -0.3015 -0.2217
-0.2443 -0.1282 -1.4276
-0.4464 0.1118 0.0429
0.2738 1.0859 0.1720
0.0198 1.1377 -1.1231
-0.1466 -1.5187 -1.9272
0.0100 0.5887 1.0311
0.0993 -0.6642 1.5422
-0.3946 -1.8009 0.7361
1.0462 -1.3302 -1.4704
-0.5390 -0.2363 1.4871
0.4368 0.3647 -1.8406
-1.8919 0.9562 -0.7577
0.3864 -0.2247 -0.2091
0.1979 0.0511 -0.9468
1.0731 -0.7848 0.4701
-1.4472 1.7173 -1.4298
0.6372 -0.4098 0.3024
-0.9667 -0.7653 1.2756
-0.5291 0.2834 0.9443
-0.0128 1.0660 0.1791
-0.9886 -0.1252 -1.6484
1.2770 -0.4873 1.2293
-0.8450 1.6442 0.7822
1.1369 -1.7004 -0.1000
-0.3369 0.3197 2.0677
0.2926 0.2864 0.6562
-0.4492 0.3307 -0.1004
0.0956 -0.2094 -0.3676
1.6638 -0.2542 0.3437
-1.4160 0.6618 -0.9066
-1.2736 -0.7436 -0.3243
-0.1983 0.0838 -0.3239
-1.3978 -0.1846 -1.2471
-0.3990 1.0579 2.8172
0.2438 -0.2979 -0.6382
1.6211 0.4226 0.3683
1.4096 -0.1776 -0.7028
-0.0746 0.6366 1.4053
0.3427 0.0398 0.6727
0.4214 0.5154 -0.1869
0.1908 0.1485 0.2919
-0.0716 0.1206 -0.4904
-0.4803 0.0857 0.0710
0.3269 -0.2044 0.0380
0.1002 -0.3529 0.2275
0.0102 -0.7214 -0.0653
-0.0657 0.5500 0.0405
-0.1138 0.2037 0.1931
0.0447 0.2128 0.0866
0.2774 0.4947 -0.4311
0.2051 -0.0414 0.2749
-0.1150 0.1372 -0.6315
0.4639 -0.0419 -0.0690
0.3714 -0.0301 -0.0365
-0.2003 0.0228 0.0172
-0.0758 -0.0105 0.1460
0.2387 0.5152 0.2566
0.3133 -0.3328 0.2998
-0.1460 -0.3028 -0.0806
0.4852 -0.1549 -0.1323
-0.6346 -0.2525 -0.3390
0.2997 -0.1999 -0.1378
-0.0957 0.2327 -0.0791
0.3022 -0.2958 -1.0406
0.3730 -0.4576 0.1154
0.2460 0.5496 -0.8834
-0.2796 0.0186 -0.3703
0.0560 0.1292 1.1033
1.3033 -0.4342 1.3851
-0.1605 -0.2551 -1.3957
-0.6804 0.4206 0.1141
0.0338 -0.5698 -0.1768
0.3777 0.5054 0.0659
0.8885 -0.5688 0.1787
0.0225 0.3400 0.9652
0.6203 -0.3812 0.3359
-2.0665 1.2569 -0.1537
0.0582 0.2273 -0.2562
0.2693 -0.7564 0.1384
-0.5460 0.9753 -0.0019
0.8481 -0.8243 0.5730
-0.1332 -0.8113 -0.6549
-0.0635 0.3466 0.1784
-0.9609 0.1332 -1.5807
-0.2074 0.3910 0.5106
0.3463 -0.1258 0.4321
0.0635 -0.1102 0.0390
-0.4657 0.0628 -0.2702
0.3375 -0.0532 0.2121
0.1894 -0.1090 0.0895
-0.0924 0.6040 -0.0558
-0.0910 -0.0102 -0.4894


| no. | M (g mol⁻¹) |
| --- | --- |
| 1 | 1085.59 |
| 2 | 1064.94 |